Entry 1:
# C5H9NOS

An isolated molecule of C5H9NOS at a distorted geometry (wB97M-V/def2-TZVPD, the OMol25 dataset).

Each line ends with the natural charge from an NBO analysis.
Positions of all 17 atoms, in Å:
S -2.08 -1.38 -0.31  -0.0483
O 2.25 -2.01 -0.05  -0.5690
N 1.16 -0.03 -0.63  -0.4637
C 1.34 0.76 0.54  -0.2369
C -0.76 1.62 -0.69  -0.6201
C 1.49 -1.38 -0.76  0.5433
C -0.92 -0.48 0.80  -0.5221
C -0.03 0.50 -0.04  0.1166
H -1.29 2.20 0.06  0.2201
H 0.91 -1.88 -1.57  0.1295
H -1.50 1.24 -1.40  0.2225
H -0.06 2.32 -1.23  0.2278
H -0.37 -1.19 1.43  0.2356
H 1.81 1.73 0.34  0.2049
H -1.46 0.09 1.53  0.2190
H -2.20 -2.38 0.53  0.1266
H 1.69 0.27 1.44  0.2143

Summary:
- HOMO (eV) = -9.42
- Kohn-Sham gap (eV) = 10.1
- SMILES = C[C@]1(CS)CN1C=O

---

Entry 2:
# C18H23N3O3S

An isolated molecule of C18H23N3O3S (wB97M-V/def2-TZVPD, the OMol25 dataset).

Each line ends with the natural charge from an NBO analysis.
Positions of all 48 atoms, in Å:
S -0.28 -1.93 -0.08  2.3342
O -1.07 -1.87 1.11  -0.9263
O -0.60 -2.94 -1.04  -0.9504
O -1.44 1.66 1.71  -0.6329
N 1.33 -2.22 0.33  -0.8401
N 0.43 1.27 -2.19  -0.4884
N -2.92 0.35 0.64  -0.4194
C 4.27 -0.07 0.88  -0.0010
C 2.37 0.84 2.04  -0.1721
C 3.47 -1.11 0.43  -0.2351
C -3.82 0.24 1.77  -0.2106
C -0.40 1.84 -1.28  0.1779
C -0.84 0.85 -0.44  -0.1718
C -4.79 -0.84 -0.10  -0.4050
C 3.70 0.92 1.68  -0.2392
C -0.73 3.29 -1.29  -0.6487
C 5.72 0.00 0.51  -0.6295
C 0.57 -0.07 -1.95  0.1983
C 1.58 -0.20 1.61  -0.2607
C -3.37 -0.44 -0.49  -0.2114
C -1.74 0.99 0.74  0.6835
C 1.42 -0.97 -2.76  -0.6598
C -0.22 -0.36 -0.86  -0.4352
C -4.70 -0.95 1.42  -0.4105
C 2.13 -1.18 0.79  0.1429
H -4.18 -1.88 1.69  0.2143
H 5.98 0.99 0.16  0.2180
H -2.75 -1.33 -0.61  0.1999
H 3.89 -1.89 -0.19  0.1952
H 6.34 -0.22 1.38  0.2226
H -3.33 0.14 -1.41  0.2034
H 2.45 -0.94 -2.41  0.2279
H -5.50 -0.06 -0.38  0.1988
H 0.90 1.77 -2.93  0.4161
H -3.23 0.10 2.68  0.2259
H 0.17 3.88 -1.42  0.2192
H 1.93 1.61 2.66  0.2245
H -1.42 3.53 -2.10  0.2177
H 4.31 1.74 2.02  0.2072
H -1.19 3.55 -0.35  0.2529
H 1.04 -1.98 -2.68  0.2515
H 1.41 -0.67 -3.81  0.2243
H 0.55 -0.27 1.91  0.2444
H 1.77 -2.87 -0.31  0.4139
H -4.41 1.16 1.87  0.1889
H -5.10 -1.77 -0.58  0.2193
H 5.96 -0.72 -0.27  0.2104
H -5.66 -0.92 1.91  0.2147

Summary:
- HOMO (eV) = -8.43
- Kohn-Sham gap (eV) = 8.9
- SMILES = Cc1cccc(NS(=O)(=O)c2c(C)[nH]c(C)c2C(=O)N2CCCC2)c1

---

Entry 3:
# C5H19NO4

A cluster of 5 separate species, C5H19NO4 in total at a distorted geometry (wB97M-V/def2-TZVPD, the OMol25 dataset).

Each line ends with the natural charge from an NBO analysis.
Positions of all 29 atoms, in Å:
O 2.19 1.69 -2.67  -0.9428
O 3.01 0.71 0.96  -0.9429
O -0.78 4.39 -0.65  -0.9604
O -2.32 -2.73 2.71  -0.9410
N 0.09 1.85 0.76  -0.8665
C -0.67 0.75 0.13  -0.2197
C 0.46 -2.81 0.13  -0.4192
C -1.38 -1.82 -1.24  -0.6668
C -0.33 -1.78 -0.17  0.0246
C -0.39 -0.62 0.80  -0.4754
H 1.13 -2.74 0.99  0.2013
H 1.07 1.58 0.72  0.3780
H -2.01 -0.95 -1.26  0.2185
H -0.17 2.02 1.71  0.3570
H 3.32 1.62 0.85  0.4743
H -0.93 -1.92 -2.23  0.2248
H -1.64 3.99 -0.47  0.4568
H -1.14 -0.76 1.58  0.2068
H 2.28 2.53 -3.14  0.4745
H 3.05 0.37 0.05  0.4806
H -0.21 3.63 -0.45  0.4905
H 0.48 -3.71 -0.48  0.1979
H -0.34 0.76 -0.91  0.1941
H 2.06 1.07 -3.41  0.4694
H 0.54 -0.50 1.35  0.2249
H -1.91 -2.20 3.41  0.4677
H -2.01 -2.71 -1.15  0.2299
H -1.73 -2.69 1.95  0.4764
H -1.74 0.99 0.14  0.1867

Summary:
- HOMO (eV) = -9.17
- Kohn-Sham gap (eV) = 9.5
- SMILES = C=C(C)CCN.O.O.O.O

---

Entry 4:
# C4H12N2O

An isolated molecule of C4H12N2O at a distorted geometry (wB97M-V/def2-TZVPD, the OMol25 dataset).

Each line ends with the natural charge from an NBO analysis.
Positions of all 19 atoms, in Å:
O -0.40 2.25 -1.45  -0.7255
N 0.63 0.31 1.47  -0.6204
N -0.47 -0.53 -2.06  -0.8605
C 0.45 0.45 0.02  -0.0862
C -0.51 1.61 -0.23  -0.0555
C -0.10 -0.81 -0.65  -0.2302
C 0.70 -1.02 2.04  -0.4160
H -1.54 1.21 -0.05  0.1411
H -0.59 1.57 -2.12  0.4914
H -0.25 -1.59 2.09  0.1614
H -1.00 -1.10 -0.10  0.1879
H 0.62 -1.64 -0.63  0.1801
H -1.22 -1.14 -2.34  0.3660
H -0.08 0.82 1.97  0.3520
H -0.42 2.36 0.56  0.1787
H 1.44 0.64 -0.41  0.1814
H 1.37 -1.66 1.47  0.1904
H 0.32 -0.78 -2.65  0.3614
H 1.05 -0.96 3.07  0.2025

Summary:
- HOMO (eV) = -8.68
- Kohn-Sham gap (eV) = 9.5
- SMILES = CN[C@@H](CN)CO

---

Entry 5:
# C5H6O

A structure of composition C5H6O (wB97M-V/def2-TZVPD, the OMol25 dataset).

Each line ends with the natural charge from an NBO analysis.
Positions of all 12 atoms, in Å:
O 1.81 0.98 -0.74  -0.4547
C -0.30 -0.02 -0.09  0.0896
C 0.42 1.32 -0.02  -0.2344
C 0.61 -0.97 -0.23  -0.4012
C 1.81 -0.11 -0.08  0.4060
C -1.79 -0.10 -0.03  -0.6541
H -2.21 0.50 -0.84  0.2427
H -2.16 0.32 0.91  0.2328
H -2.13 -1.13 -0.11  0.2195
H 2.64 -0.31 0.61  0.1763
H 0.73 1.55 1.00  0.1521
H 0.57 -2.04 -0.38  0.2255

Summary:
- HOMO (alpha / beta) (eV) = -7.47 / -7.48
- Kohn-Sham gap (alpha / beta) (eV) = 7.3 / 7.3

---

Entry 6:
# C39H50Ge2N5O2PdS2Se

A structure of composition C39H50Ge2N5O2PdS2Se (wB97M-V/def2-TZVPD, the OMol25 dataset).

Each line ends with the Mulliken spin population.
Positions of all 102 atoms, in Å:
Pd 0.13 0.61 0.44  0.7318
Se 0.17 2.83 -0.93  0.0677
Ge -1.33 4.73 1.29  -0.0065
Ge 0.00 -1.54 -2.07  -0.1543
S 0.81 -1.92 3.27  0.0174
S -1.64 -0.32 4.72  0.0010
O 2.10 -2.10 2.67  0.0001
O 0.74 -1.84 4.72  0.0022
N 2.92 1.80 1.18  -0.0037
N 0.09 -0.68 2.57  -0.0227
N -2.42 -6.64 1.61  0.0000
N 5.41 2.17 1.60  0.0005
N -1.66 0.80 2.40  0.0137
C -0.09 4.65 -0.24  0.0321
C 1.60 1.01 -5.06  0.0123
C -0.98 -0.08 3.11  -0.0093
C 3.66 1.58 -0.06  -0.0023
C 0.65 -0.83 -3.80  -0.0204
C -1.68 -5.11 3.34  0.0002
C 0.99 -1.02 -6.19  0.0011
C -0.44 3.84 2.79  0.0206
C 3.38 0.86 2.20  -0.0102
C -3.05 3.91 0.81  0.0053
C -2.71 1.32 3.11  0.0072
C -4.49 0.07 -1.73  0.0002
C 3.14 3.17 1.64  0.0047
C -1.88 -0.92 -1.95  0.0020
C -0.25 -6.28 -2.65  0.0012
C 4.91 1.04 2.40  -0.0011
C -3.78 -0.29 -0.59  0.0017
C -0.11 -3.50 -2.31  0.0460
C -2.88 0.84 4.36  -0.0008
C -1.39 2.76 -2.08  -0.0050
C 1.00 -0.86 -0.61  1.1047
C 5.17 1.87 0.18  0.0106
C -3.91 -0.08 -2.98  0.0024
C 0.97 -5.67 -2.38  0.0055
C 0.57 -1.56 -4.98  0.0048
C -0.92 -4.81 1.08  0.0078
C -2.61 -0.57 -3.09  0.0105
C -0.16 -3.33 2.80  -0.0201
C 1.50 0.27 -6.23  -0.0001
C -0.92 -4.02 3.73  -0.0024
C 4.65 3.36 1.97  0.0002
C -2.49 -0.78 -0.70  0.0249
C -0.17 -3.72 1.47  0.0944
C 1.03 -4.29 -2.22  0.0141
C -1.33 -4.13 -2.58  -0.0086
C 1.18 0.46 -3.86  0.0572
C -1.69 -5.51 2.01  -0.0006
C -1.66 6.62 1.74  0.0001
C -1.40 -5.51 -2.75  0.0003
H -0.36 5.30 -1.08  0.0035
H -3.65 1.09 5.07  0.0000
H 2.82 3.85 0.84  -0.0003
H -3.24 -6.82 2.17  0.0000
H 5.79 1.02 -0.10  -0.0018
H 1.28 1.03 -2.94  -0.0087
H -1.56 1.71 -2.32  0.0095
H -1.93 -1.03 0.20  0.0564
H -2.27 3.14 -1.56  0.0014
H 2.52 3.35 2.51  -0.0002
H -2.27 -5.65 4.07  0.0000
H -1.21 3.33 -2.99  0.0008
H 0.36 4.48 3.17  0.0006
H -3.71 3.92 1.68  0.0001
H -2.35 -5.98 -2.96  -0.0001
H -4.45 0.20 -3.87  -0.0007
H -2.92 2.88 0.48  -0.0010
H 4.80 3.54 3.04  0.0000
H -0.90 -3.70 4.77  0.0006
H 5.16 1.23 3.45  0.0000
H -1.13 3.61 3.60  0.0002
H 2.00 2.01 -5.08  0.0008
H -2.34 6.70 2.59  0.0001
H 2.82 1.05 3.11  0.0003
H 5.51 2.73 -0.40  0.0004
H 5.07 4.22 1.43  0.0001
H -3.35 2.05 2.65  0.0007
H -0.91 -5.13 0.04  0.0022
H 1.84 0.70 -7.17  0.0000
H -2.23 -3.54 -2.64  0.0029
H 0.17 -2.57 -4.97  0.0004
H -2.66 -6.64 0.63  0.0000
H 3.25 2.23 -0.84  -0.0194
H -0.30 -7.36 -2.77  0.0000
H -0.73 7.13 1.99  -0.0001
H -2.12 7.15 0.89  -0.0002
H 0.93 -1.61 -7.10  0.0001
H 0.00 2.90 2.44  -0.0049
H -4.22 -0.17 0.40  0.0013
H 0.90 4.97 0.10  -0.0024
H 3.49 0.55 -0.37  0.0351
H -3.54 4.48 0.02  0.0002
H 1.99 -3.83 -2.00  0.0017
H -2.15 -0.65 -4.07  0.0011
H -5.50 0.46 -1.64  -0.0001
H 1.71 -1.51 -0.08  -0.0807
H 1.87 -6.27 -2.29  0.0001
H 3.12 -0.15 1.88  0.0072
H 0.41 -3.17 0.74  -0.0457
H 5.46 0.14 2.09  0.0001

Summary:
- charge = -1
- HOMO (alpha / beta) (eV) = -3.83 / -4.58
- Kohn-Sham gap (alpha / beta) (eV) = 6.1 / 6.8
- multiplicity = 3